Record 1
Molecular formula: C16H23AsF6N4NaO2S6
Method: DFT, ωB97M-V with the def2-TZVPD basis set

Last column: Löwdin spin population.
CARTESIAN COORDINATES (ANGSTROEM)
Na -2.15 1.13 0.28  0.012
S -5.03 6.89 4.65  0.097
C -4.16 5.70 3.90  0.026
S -3.22 5.96 2.48  -0.017
C -2.63 4.33 2.22  0.140
C -3.08 3.39 3.18  0.136
S -2.67 1.78 3.26  0.302
S -4.15 4.06 4.40  -0.018
S -1.64 4.04 0.90  0.295
F -3.64 -0.13 -0.31  0.001
As -4.19 0.69 -1.77  0.000
F -3.26 -0.43 -2.70  0.000
F -5.56 -0.35 -1.84  0.000
F -4.67 1.51 -3.21  0.000
F -5.05 1.82 -0.79  0.001
F -2.78 1.74 -1.65  0.003
C 3.06 2.48 -0.66  0.000
C 2.20 2.51 -1.93  0.000
N 1.63 1.23 -2.30  0.000
C 2.31 0.44 -3.31  0.000
C 3.46 -0.41 -2.78  0.000
C 0.54 0.76 -1.61  0.000
C -0.01 -0.59 -1.99  0.000
N -0.04 1.41 -0.67  0.000
H 3.45 3.48 -0.45  0.000
H 3.90 1.80 -0.78  0.000
H 2.48 2.17 0.21  0.000
H 2.80 2.85 -2.78  0.000
H 1.40 3.24 -1.81  0.000
H 2.69 1.14 -4.07  0.000
H 1.59 -0.20 -3.81  0.000
H 4.31 0.22 -2.48  0.000
H 3.81 -1.10 -3.55  0.000
H 3.15 -0.98 -1.91  0.000
H -0.48 -0.55 -2.98  0.000
H -0.75 -0.88 -1.26  0.000
H 0.77 -1.35 -2.00  0.000
H 0.41 2.29 -0.45  0.000
N 0.98 2.72 3.44  0.005
N 1.03 1.98 2.20  0.004
H 0.13 2.47 3.95  0.005
H 0.86 3.69 3.18  0.001
H 0.09 1.96 1.81  0.004
H 1.25 1.02 2.42  0.000
O 2.22 -7.65 0.14  0.000
C 0.99 -7.28 0.62  0.000
O 0.19 -8.15 0.85  0.000
C 0.77 -5.84 0.81  0.000
C 1.75 -4.85 0.66  0.000
C 1.48 -3.52 0.87  0.000
C 0.20 -3.06 1.25  0.000
S -0.13 -1.40 1.52  0.000
C -0.79 -4.07 1.39  0.000
C -0.51 -5.40 1.18  0.000
H 2.74 -6.85 -0.04  0.000
H 2.77 -5.11 0.38  0.000
H 2.26 -2.78 0.75  0.000
H -1.79 -3.76 1.66  0.000
H -1.29 -6.15 1.30  0.000

Values from the calculation:
Total charge = -2
Gap between HOMO and LUMO (alpha / beta) = 5.99 / 5.05 eV
LUMO energy (alpha / beta) = 3.80 / 2.85 eV
HOMO (alpha / beta) = -2.196 / -2.197 eV
2S+1 = 2
<S²> = 0.774

---

Record 2
Molecular formula: C4H7FN2
Method: DFT, ωB97M-V with the def2-TZVPD basis set

Last column: Löwdin charge in e.
CARTESIAN COORDINATES (ANGSTROEM)
C 2.23 -0.05 2.23  0.002
C 1.26 -0.08 1.30  -0.228
C 1.50 0.03 -0.10  -0.104
C 0.45 -0.37 -0.82  -0.104
N -3.39 0.41 -1.59  -0.101
N -3.01 -0.27 -0.65  -0.014
F 0.60 -0.39 -2.22  -0.078
H 2.03 -0.05 3.35  0.077
H 3.20 0.27 2.03  0.025
H 0.17 -0.24 1.50  0.116
H 2.46 0.46 -0.41  0.130
H -4.40 0.64 -1.74  0.113
H -0.38 -1.06 -0.66  0.105
H -2.70 0.70 -2.21  0.061

Values from the calculation:
Gap between HOMO and LUMO = 9.26 eV
LUMO energy = 0.89 eV
HOMO = -8.368 eV

---

Energy relative to the best compared isomer or geometry (same formula, charge and spin), record by record: 0.7334; 4.4079 eV
Calculated total energy, record by record: -6379.719053; -365.816504 a.u.